Record 1
# C28H31F32NO7

A cluster of 5 separate species, C28H31F32NO7 in total (ωB97M-V/def2-TZVPD, the OMol25 dataset).

structure (SMILES) = FC(F)C(F)(F)COC(F)(F)C(F)F.FC(F)C(F)(F)COC(F)(F)C(F)F.FC(F)C(F)(F)COC(F)(F)C(F)F.FC(F)C(F)(F)COC(F)(F)C(F)F.COC(=O)CCCCNC(C)=O
total energy = -132318.1273 eV

```
! RIJCOSX wB97M-V def2-TZVPD def2/J DEFGRID3
* xyz 0 1
F -4.122 1.203 -0.587
C -5.096 1.264 -1.511
F -6.266 1.099 -0.838
C -4.961 0.196 -2.600
F -5.118 -1.047 -2.091
F -5.997 0.376 -3.473
C -3.666 0.232 -3.441
O -2.599 -0.655 -3.060
C -1.753 -0.203 -2.018
F -1.975 1.106 -1.805
F -0.489 -0.285 -2.496
C -1.866 -1.052 -0.745
F -3.133 -1.118 -0.293
F -1.120 -0.517 0.255
H -5.100 2.268 -1.944
H -3.946 -0.118 -4.439
H -3.303 1.251 -3.598
H -1.523 -2.073 -0.926
F -10.801 2.558 0.294
C -10.525 1.459 -0.429
F -11.357 1.496 -1.503
C -10.727 0.157 0.352
F -12.027 -0.024 0.677
F -10.404 -0.872 -0.487
C -9.866 -0.021 1.622
O -10.464 0.311 2.887
C -10.457 1.665 3.286
F -9.611 2.358 2.502
F -9.913 1.685 4.524
C -11.863 2.276 3.349
F -12.515 2.164 2.174
F -11.797 3.599 3.636
H -9.500 1.537 -0.802
H -9.674 -1.095 1.703
H -8.875 0.429 1.517
H -12.466 1.784 4.115
F 2.236 1.151 2.268
C 0.913 1.328 2.102
F 0.767 2.538 1.503
C 0.132 1.292 3.419
F 0.470 2.329 4.218
F -1.188 1.470 3.112
C 0.222 -0.016 4.236
O 1.174 -0.068 5.312
C 2.513 -0.380 4.996
F 2.576 -0.860 3.740
F 2.856 -1.410 5.802
C 3.473 0.790 5.245
F 3.106 1.897 4.571
F 4.728 0.477 4.831
H 0.546 0.568 1.408
H -0.743 -0.120 4.741
H 0.293 -0.900 3.595
H 3.512 1.043 6.307
F 10.000 3.018 2.389
C 8.691 3.212 2.150
F 8.594 4.427 1.549
C 7.835 3.183 3.420
F 8.139 4.214 4.240
F 6.538 3.379 3.038
C 7.860 1.871 4.235
O 8.751 1.812 5.363
C 10.104 1.488 5.122
F 10.232 1.008 3.871
F 10.392 0.455 5.946
C 11.058 2.650 5.425
F 10.738 3.761 4.732
F 12.329 2.326 5.082
H 8.354 2.459 1.433
H 6.868 1.777 4.684
H 7.957 0.988 3.599
H 11.039 2.901 6.487
C 0.112 0.621 -7.774
O -0.834 -0.206 -7.044
C -0.232 -1.512 -6.934
O 0.074 -2.102 -7.981
C -0.054 -2.098 -5.463
C 1.096 -3.202 -5.336
C 1.892 -3.127 -3.919
C 3.339 -3.759 -4.201
N 3.984 -4.368 -3.002
C 5.391 -4.700 -3.367
C 5.827 -6.176 -3.839
O 6.314 -3.846 -3.311
H 1.150 0.504 -7.304
H -0.231 1.708 -7.644
H 0.179 0.384 -8.882
H 0.119 -1.263 -4.705
H -1.053 -2.599 -5.192
H 1.883 -3.098 -6.162
H 0.603 -4.233 -5.349
H 1.967 -2.026 -3.610
H 1.288 -3.685 -3.130
H 3.995 -2.934 -4.634
H 3.178 -4.562 -5.009
H 4.095 -3.687 -2.236
H 4.950 -6.869 -3.618
H 5.922 -6.144 -4.981
H 6.795 -6.506 -3.330
*
```

***

Record 2
# C51H46Cl2FGeN2O2Re

A structure of composition C51H46Cl2FGeN2O2Re (ωB97M-V/def2-TZVPD, the OMol25 dataset).

total energy = -147098.1226 eV

```
! RIJCOSX wB97M-V def2-TZVPD def2/J DEFGRID3
* xyz 2 1
Re -0.266 0.398 -0.089
C -3.714 3.071 0.766
C -2.429 3.350 1.555
C -2.399 4.802 2.045
C -2.268 2.347 2.684
C -3.197 2.390 3.717
C -3.110 1.507 4.779
C -2.083 0.582 4.812
C -1.121 0.500 3.806
C -0.059 -0.585 3.954
C 1.354 -0.216 3.487
C -0.545 -1.890 3.303
C -1.233 1.388 2.739
N -0.265 1.348 1.662
C 0.760 2.210 1.666
C 1.117 3.207 2.474
C 2.351 3.967 2.406
C 3.505 3.573 1.849
C 3.721 2.308 1.165
C 2.786 1.575 0.595
F 3.029 0.461 -0.054
H -3.810 3.736 -0.106
H -4.595 3.244 1.391
H -3.769 2.031 0.433
H -1.576 3.222 0.886
H -3.286 5.034 2.641
H -2.388 5.505 1.201
H -1.520 4.994 2.666
H -3.996 3.126 3.695
H -3.834 1.546 5.584
H -2.015 -0.110 5.646
H 0.003 -0.773 5.026
H 1.449 -0.282 2.399
H 2.073 -0.914 3.926
H 1.644 0.791 3.801
H -0.683 -1.761 2.226
H -1.497 -2.215 3.731
H 0.184 -2.693 3.452
H 0.422 3.409 3.285
H 2.370 4.891 2.976
H 4.380 4.195 1.998
H 4.726 1.906 1.088
Cl -2.255 -0.777 -0.230
C -2.994 -0.180 -1.730
C -4.080 -0.873 -2.215
C -4.772 -0.329 -3.289
C -4.399 0.906 -3.805
C -3.299 1.572 -3.287
Cl -2.972 3.164 -3.862
C -2.532 1.003 -2.277
N -1.299 1.626 -1.743
C -0.310 2.060 -2.736
C -0.131 1.292 -3.869
C 0.685 1.739 -4.897
C 1.313 2.977 -4.804
C 1.182 3.704 -3.634
C 0.400 3.237 -2.580
C 0.483 4.004 -1.249
C 1.845 3.737 -0.708
O 2.950 3.768 -0.672
O 1.457 2.004 0.405
H -4.375 -1.811 -1.757
H -5.630 -0.849 -3.698
H -4.969 1.373 -4.599
H -1.616 2.421 -1.181
H -0.668 0.355 -3.971
H 0.810 1.128 -5.783
H 1.911 3.360 -5.623
H 1.709 4.651 -3.527
H -0.280 3.788 -0.508
H 0.503 5.086 -1.413
C 0.718 -1.000 0.128
Ge 1.426 -2.770 -0.406
C 2.320 -3.746 0.954
C 2.606 -5.089 0.688
C 3.203 -5.877 1.666
C 3.506 -5.332 2.908
C 3.221 -4.000 3.179
C 2.630 -3.206 2.204
C 2.414 -2.507 -2.049
C 3.467 -3.370 -2.369
C 4.093 -3.299 -3.610
C 3.678 -2.363 -4.547
C 2.648 -1.483 -4.236
C 2.023 -1.554 -2.997
C -0.290 -3.602 -0.797
C -0.991 -4.265 0.215
C -2.220 -4.865 -0.048
C -2.754 -4.822 -1.331
C -2.058 -4.180 -2.351
C -0.836 -3.567 -2.084
H 2.356 -5.533 -0.270
H 3.426 -6.918 1.460
H 3.965 -5.951 3.670
H 3.461 -3.580 4.149
H 2.420 -2.164 2.419
H 3.814 -4.100 -1.645
H 4.906 -3.975 -3.844
H 4.159 -2.315 -5.516
H 2.340 -0.741 -4.966
H 1.236 -0.849 -2.759
H -0.573 -4.328 1.217
H -2.751 -5.382 0.743
H -3.699 -5.308 -1.540
H -2.453 -4.180 -3.360
H -0.294 -3.088 -2.895
*
```

***

Record 3
# C11H18

A cluster of 2 separate species, C11H18 in total (ωB97M-V/def2-TZVPD, the OMol25 dataset).

structure (SMILES) = Cc1ccccc1.CC(C)C
energy relative to the best compared isomer or geometry (same formula, charge and spin) = 1.541 eV
total energy = -11697.7387 eV

```
! RIJCOSX wB97M-V def2-TZVPD def2/J DEFGRID3
* xyz 0 1
C -2.186 2.028 0.798
C -0.698 2.147 0.680
C 0.028 1.966 -0.489
C 1.411 1.857 -0.522
C 2.157 2.206 0.597
C 1.465 2.718 1.708
C 0.079 2.773 1.666
H -2.418 0.955 0.858
H -2.583 2.549 -0.067
H -2.616 2.198 1.776
H -0.496 1.687 -1.402
H 1.951 1.324 -1.294
H 3.207 2.009 0.762
H 1.992 2.838 2.640
H -0.387 3.318 2.481
C -1.371 -1.629 -0.291
C 0.093 -2.031 -0.485
C 0.353 -3.471 -0.062
C 0.614 -1.970 -1.938
H -1.491 -0.592 0.026
H -1.703 -2.158 0.603
H -1.863 -1.779 -1.250
H 0.777 -1.326 -0.061
H 0.017 -4.220 -0.783
H 1.406 -3.667 0.140
H -0.147 -3.772 0.862
H 0.097 -2.624 -2.647
H 0.685 -0.958 -2.342
H 1.628 -2.376 -1.965
*
```

***

Number 1: maximum force 4.11 eV Å⁻¹. Number 2: maximum force 2.91 eV Å⁻¹. Number 3: maximum force 2.88 eV Å⁻¹.